Density functional theory data (ωB97M-V/def2-TZVPD) for a molecular structure, C21H29BiN8O3S3.

Element x y z (Å)
Bi 0.007 0.760 -0.323
C 4.229 -1.008 0.161
C 3.024 -0.223 -0.233
N 1.845 -0.501 0.200
N 1.687 -1.511 1.121
C 0.539 -1.399 1.758
O -0.356 -0.491 1.503
C 0.249 -2.378 2.826
C -0.687 -2.056 3.805
C -0.953 -2.951 4.828
C -0.298 -4.175 4.865
C 0.630 -4.501 3.883
C 0.911 -3.602 2.868
C 3.172 0.983 -1.094
C 4.417 1.448 -1.474
C 4.503 2.628 -2.201
C 3.346 3.311 -2.529
C 2.136 2.781 -2.118
N 2.053 1.643 -1.428
H 3.937 -1.891 0.717
H 4.883 -0.400 0.792
H 4.796 -1.297 -0.727
H -1.189 -1.098 3.769
H -1.669 -2.698 5.600
H -0.508 -4.876 5.662
H 1.136 -5.457 3.913
H 1.639 -3.841 2.104
H 5.312 0.908 -1.201
H 5.470 3.013 -2.497
H 3.375 4.236 -3.088
H 1.200 3.285 -2.339
C -0.258 0.629 -4.191
C -1.744 0.949 -4.084
S -2.256 1.638 -2.481
C -3.645 0.568 -2.021
C -3.378 -0.930 -1.964
S -2.020 -1.431 -0.861
C -1.107 -2.586 -1.912
C -0.530 -2.012 -3.203
S 0.468 -0.514 -2.979
H 0.346 1.533 -4.098
H -0.047 0.210 -5.176
H -2.355 0.071 -4.283
H -1.985 1.684 -4.851
H -4.458 0.756 -2.722
H -3.955 0.945 -1.045
H -3.178 -1.340 -2.952
H -4.274 -1.425 -1.587
H -1.775 -3.413 -2.151
H -0.319 -2.981 -1.268
H -1.310 -1.793 -3.930
H 0.129 -2.757 -3.650
N -3.047 0.951 1.837
N -2.938 2.158 2.587
C -1.827 2.879 2.607
N -1.801 4.050 3.243
N -0.822 2.323 1.885
N 0.403 2.852 1.966
O 0.731 3.769 2.680
O 1.230 2.282 1.205
H -3.666 0.350 2.373
H -2.129 0.507 1.869
H -3.808 2.557 2.900
H -2.597 4.380 3.762
H -0.910 4.501 3.372

The HOMO energy is -13.420 eV. The total charge is +2. The calculation puts the energy above the lowest of the compared OMol25 structures with the same formula, charge and spin at 0.601 eV. The value obtained for the calculated total energy is -78640.6289 eV.